(1)
# C4H6N4

One molecule with the formula C4H6N4 in a non-equilibrium geometry (ωB97M-V/def2-TZVPD, the Open Molecules 2025 dataset).

Each atom is followed by the atoms it is bonded to, with distances in Å.
Geometry (Å):
1 H 3.000 0.677 -1.436  N2 1.101
2 N 1.982 0.348 -1.176  H1 1.101, N3 1.268
3 N 1.696 0.779 -0.019  N2 1.268, C4 1.398
4 C 0.373 0.496 0.335  N3 1.398, N5 1.434, C8 1.417
5 N -0.231 0.765 1.607  C4 1.434, C6 1.302
6 C -1.321 0.054 1.652  N5 1.302, N7 1.421, H10 1.095
7 N -1.561 -0.653 0.443  C6 1.421, C8 1.359, H11 1.052
8 C -0.465 -0.432 -0.329  C4 1.417, N7 1.359, C9 1.572
9 C -0.391 -0.942 -1.814  C8 1.572, H12 1.142, H13 1.094, H14 1.146
10 H -1.983 0.165 2.517  C6 1.095
11 H -2.348 -1.344 0.328  N7 1.052
12 H 0.093 -0.116 -2.437  C9 1.142
13 H -1.393 -1.211 -2.161  C9 1.094
14 H 0.257 -1.886 -1.862  C9 1.146

Computed properties:
SMILES = [H]/N=N/c1nc[nH]c1C
HOMO energy = -8.6 eV
Gap between HOMO and LUMO = 9.1 eV
Total charge = 0

Here are the Löwdin charges for atoms 1 to 2, given in e: atom 1 (H): 0.09, atom 2 (N): 0.01

---

(2)
# CH5NO3

A 2-piece molecular cluster, CH5NO3 overall (ωB97M-V/def2-TZVPD, the Open Molecules 2025 dataset).

Each atom is followed by the atoms it is bonded to, with distances in Å.
Geometry (Å):
1 N 0.465 -1.206 -0.432  C2 1.356, H5 1.006, H6 1.006
2 C -0.604 -0.383 -0.572  N1 1.356, O3 1.210, O4 1.350
3 O -0.555 0.817 -0.726  C2 1.210
4 O -1.751 -1.094 -0.535  C2 1.350, H7 0.966
5 H 0.257 -2.164 -0.209  N1 1.006
6 H 1.277 -0.789 -0.010  N1 1.006
7 H -2.479 -0.507 -0.775  O4 0.966
8 O 1.457 1.705 1.286  H9 0.963, H10 0.966
9 H 1.358 1.750 0.328  O8 0.963
10 H 0.576 1.871 1.646  O8 0.966

Computed properties:
SMILES = NC(=O)O.O
HOMO energy = -10.9 eV
Gap between HOMO and LUMO = 11.5 eV
Total charge = 0

Here are the Löwdin charges for atoms 1 to 2, given in e: atom 1 (N): 0.18, atom 2 (C): -0.67